# 1
Density functional theory data (the ωB97M-V functional and the def2-TZVPD basis) for a 4-piece molecular cluster, C32H39BClF7N4O20S6 overall at a distorted geometry.

SMILES: CCNN1c2c(C[C@@H](C)O)ccc(S(=O)(=O)C(F)(F)C(F)(F)C(F)(F)F)c2Sc2c(OB(O)O)c(CCSc3nnco3)c(COC)c(Cl)c21.O=S1(=O)OCCO1.O=S1(=O)OCCO1.O=S1(=O)OCCO1
Largest force on an atom: 0.1111 Eh/bohr
Net charge: 0
Kohn-Sham gap: 7.9236 eV
LUMO energy: -0.194 eV

Each line ends with the Mulliken charge.
Cartesian coordinates (Å):
C: 1.094 -5.103 0.321  -0.78
C: 0.841 -3.857 1.257  -0.02
N: 1.786 -2.746 1.002  -0.36
N: 1.609 -2.220 -0.323  1.48
C: 2.858 -1.595 -0.733  -1.33
C: 3.723 -2.411 -1.618  0.92
C: 3.320 -3.832 -2.130  0.07
C: 4.004 -4.212 -3.520  0.07
C: 5.319 -5.072 -3.344  -1.36
O: 3.075 -5.008 -4.301  -0.58
C: 5.018 -1.873 -2.040  -0.82
C: 5.419 -0.543 -1.624  -0.78
C: 4.588 0.335 -0.782  -0.29
S: 5.114 2.004 -0.333  1.47
O: 4.039 2.943 -0.051  -0.48
O: 5.911 1.872 0.894  -0.71
C: 6.246 2.798 -1.584  0.43
F: 7.374 2.019 -1.769  -0.22
F: 6.704 3.956 -0.983  -0.23
C: 5.574 3.254 -2.940  0.60
F: 4.453 4.024 -2.748  -0.23
F: 6.463 4.060 -3.636  -0.29
C: 5.156 2.094 -3.928  0.57
F: 6.113 1.156 -4.141  -0.22
F: 3.955 1.516 -3.602  -0.13
F: 4.932 2.696 -5.155  -0.28
C: 3.301 -0.250 -0.333  0.79
S: 2.159 0.665 0.767  -0.03
C: 0.546 0.099 0.160  1.50
C: -0.605 0.997 0.182  -0.33
O: -0.358 2.297 0.665  -0.49
B: -0.087 3.041 -0.534  0.50
O: -1.194 3.768 -1.086  -0.70
O: 1.151 3.053 -1.173  -0.09
C: -1.940 0.544 -0.279  -0.25
C: -3.112 1.569 -0.167  -1.40
C: -3.792 1.995 -1.535  -0.53
S: -5.565 2.454 -1.115  -0.26
C: -6.690 1.221 -1.798  0.54
N: -7.366 0.217 -1.228  -0.27
N: -8.082 -0.397 -2.225  -0.32
C: -7.814 0.285 -3.365  -0.01
O: -6.929 1.308 -3.163  -0.23
C: -2.026 -0.820 -0.790  1.07
C: -3.418 -1.323 -1.332  -1.03
O: -3.894 -2.483 -0.634  -0.28
C: -3.904 -2.274 0.776  -0.46
C: -0.850 -1.720 -0.806  0.96
Cl: -1.136 -3.379 -1.420  -0.13
C: 0.483 -1.298 -0.330  -1.94
H: 0.194 -5.773 0.405  0.35
H: 2.059 -5.622 0.545  0.29
H: 1.129 -4.760 -0.740  0.00
H: 1.035 -4.214 2.312  0.39
H: -0.235 -3.523 1.240  -0.09
H: 1.630 -1.972 1.664  0.28
H: 2.221 -3.814 -2.338  0.02
H: 3.635 -4.587 -1.367  0.20
H: 4.229 -3.303 -4.139  0.38
H: 5.505 -5.709 -4.256  0.45
H: 6.235 -4.426 -3.238  0.34
H: 5.246 -5.692 -2.415  0.30
H: 3.400 -5.926 -4.299  0.34
H: 5.731 -2.448 -2.678  0.03
H: 6.415 -0.175 -1.967  0.40
H: -1.261 3.425 -2.000  0.29
H: 1.036 3.380 -2.085  0.17
H: -2.765 2.503 0.338  0.42
H: -3.876 1.103 0.522  0.50
H: -3.840 1.196 -2.313  0.36
H: -3.331 2.951 -1.886  0.39
H: -8.261 -0.023 -4.330  0.40
H: -3.377 -1.533 -2.434  0.41
H: -4.221 -0.539 -1.208  -0.17
H: -4.566 -3.037 1.276  0.30
H: -4.277 -1.242 1.020  0.20
H: -2.889 -2.385 1.256  0.07
O: 0.444 2.512 2.528  -0.18
S: 0.013 3.169 3.717  0.86
O: -0.812 4.327 3.694  -0.65
O: 1.312 3.475 4.630  -0.33
C: 1.161 2.848 5.908  -0.27
C: 0.286 1.637 5.656  -0.31
O: -0.673 2.072 4.687  -0.37
H: 0.673 3.554 6.577  0.28
H: 2.134 2.576 6.315  0.36
H: -0.210 1.288 6.559  0.33
H: 0.861 0.816 5.217  0.22
O: -6.621 -3.586 -3.811  -0.61
S: -5.815 -2.662 -4.525  1.14
O: -5.037 -1.660 -3.884  -0.45
O: -6.736 -1.955 -5.653  -0.29
C: -6.175 -2.187 -6.947  -0.35
C: -5.441 -3.509 -6.831  -0.40
O: -4.856 -3.491 -5.528  -0.30
H: -5.485 -1.369 -7.171  0.29
H: -6.960 -2.215 -7.702  0.31
H: -4.675 -3.628 -7.595  0.32
H: -6.135 -4.353 -6.878  0.31
O: 0.186 2.921 8.599  -0.44
S: -0.485 3.380 9.770  1.01
O: -1.424 2.582 10.475  -0.56
O: -1.161 4.805 9.434  -0.29
C: -0.661 5.801 10.330  -0.31
C: 0.733 5.332 10.703  -0.32
O: 0.623 3.911 10.817  -0.33
H: -1.315 5.832 11.205  0.28
H: -0.653 6.777 9.849  0.31
H: 1.083 5.767 11.637  0.32
H: 1.450 5.553 9.908  0.27

***

# 2
Density functional theory data (the ωB97M-V functional and the def2-TZVPD basis) for C32H40AsN13OSTl as an isolated structure.

Largest force on an atom: 0.0032 Eh/bohr
Net charge: +1
Kohn-Sham gap: 8.5789 eV
LUMO energy: -2.209 eV

Each line ends with the Mulliken charge.
Cartesian coordinates (Å):
Tl: 1.122 0.447 -0.276  1.05
N: -2.651 -1.352 -2.832  0.01
C: -2.184 -0.098 -2.445  -0.02
N: -2.350 1.003 -3.151  -0.67
N: -1.756 1.941 -2.395  -0.61
N: -1.302 1.418 -1.304  -0.10
N: -1.554 0.088 -1.302  0.33
C: -2.271 -2.511 -2.249  0.13
N: -2.254 -3.661 -2.886  -0.37
N: -1.888 -4.595 -1.987  -0.55
N: -1.670 -4.109 -0.843  -0.23
N: -1.912 -2.745 -0.953  0.72
H: -2.957 -1.448 -3.789  0.33
C: 4.336 -0.698 -1.134  -1.06
N: 3.977 -1.697 -2.120  0.28
C: 4.658 -1.548 -3.400  -1.24
C: 2.763 -2.318 -1.998  0.33
O: 1.902 -1.910 -1.197  -0.56
N: 2.543 -3.415 -2.770  0.33
C: 3.598 -4.327 -3.187  -1.16
C: 1.201 -3.964 -2.823  -0.55
H: 5.421 -0.676 -1.029  0.36
H: 3.899 -0.950 -0.172  0.34
H: 4.004 0.304 -1.435  0.17
H: 4.700 -0.488 -3.661  0.37
H: 4.114 -2.061 -4.186  0.45
H: 5.677 -1.936 -3.357  0.31
H: 4.554 -4.022 -2.773  0.39
H: 3.679 -4.381 -4.275  0.31
H: 3.371 -5.327 -2.812  0.37
H: 0.485 -3.183 -2.589  -0.41
H: 1.073 -4.778 -2.105  0.48
H: 1.002 -4.349 -3.824  0.43
C: -4.745 4.211 4.220  -0.46
C: -4.978 3.630 2.984  -0.65
C: -4.018 2.798 2.419  -0.33
C: -2.826 2.549 3.088  0.07
C: -2.593 3.142 4.327  -0.22
C: -3.552 3.967 4.892  -0.71
As: -1.504 1.424 2.213  1.05
C: -1.104 0.139 3.628  0.27
C: 0.056 -0.634 3.547  -0.02
C: 0.268 -1.691 4.421  -0.82
C: -0.687 -2.003 5.381  -0.60
C: -1.847 -1.247 5.465  -0.73
C: -2.056 -0.183 4.595  -0.72
C: 0.017 2.639 2.282  -0.03
C: 1.020 2.609 3.244  0.12
C: 2.061 3.528 3.193  -0.78
C: 2.100 4.486 2.191  -0.61
C: 1.094 4.525 1.233  -0.54
C: 0.062 3.600 1.271  -0.51
H: -5.490 4.861 4.661  0.39
H: -5.902 3.828 2.455  0.41
H: -4.195 2.358 1.444  0.33
H: -1.660 2.965 4.849  0.38
H: -3.368 4.428 5.853  0.40
H: 0.811 -0.405 2.801  0.30
H: 1.182 -2.269 4.356  0.44
H: -0.522 -2.825 6.065  0.41
H: -2.591 -1.478 6.217  0.43
H: -2.960 0.408 4.683  0.41
H: 0.993 1.878 4.043  0.42
H: 2.836 3.502 3.948  0.44
H: 2.907 5.206 2.160  0.42
H: 1.110 5.283 0.459  0.49
H: -0.715 3.623 0.514  0.36
N: 1.520 2.815 -2.203  -0.24
C: 1.585 1.908 -3.258  0.48
C: 2.144 2.231 -4.497  -0.95
C: 2.140 1.272 -5.487  -0.57
C: 1.585 0.022 -5.232  -0.99
C: 1.094 -0.218 -3.966  -0.07
N: 1.112 0.690 -2.987  0.57
H: 1.860 3.738 -2.425  0.30
H: 0.587 2.857 -1.802  0.06
H: 2.534 3.224 -4.677  0.43
H: 2.550 1.502 -6.462  0.41
H: 1.537 -0.743 -5.994  0.53
H: 0.668 -1.182 -3.707  0.02
C: -1.747 -3.105 1.687  -1.24
S: -1.768 -1.799 0.461  1.11
C: -3.464 -1.261 0.684  -1.16
H: -2.604 -3.764 1.586  0.55
H: -1.756 -2.556 2.633  0.23
H: -0.816 -3.654 1.584  0.45
H: -3.561 -1.016 1.741  0.53
H: -4.125 -2.082 0.411  0.51
H: -3.612 -0.377 0.071  0.24